No. 1
{
  "formula": "C5H11N",
  "method": "ωB97M-V/def2-TZVPD",
  "homo_energy_ev": -7.8,
  "max_force_ha_per_bohr": 0.0635,
  "total_charge": 0,
  "relative_energy_kcal_mol": 58.9,
  "homo_lumo_gap_ev": 8.661,
  "smiles": "[H]/N=C(\\C)C(C)C",
  "species": ["H", "N", "C", "C", "C", "C", "C", "H", "H", "H", "H", "H", "H", "H", "H", "H", "H"],
  "positions_angstrom": [[2.13, 0.41, 1.33], [1.33, 0.91, 0.94], [0.36, 0.11, 0.71], [-0.35, -0.66, 1.79], [-0.32, 0.10, -0.64], [0.38, 0.87, -1.72], [-1.16, -1.11, -0.97], [0.02, -0.42, 2.78], [-0.38, -1.75, 1.67], [-1.40, -0.35, 1.78], [-0.81, 0.87, 0.09], [-0.20, 1.01, -2.62], [0.67, 1.83, -1.30], [1.32, 0.38, -1.97], [-2.14, -1.18, -0.50], [-1.32, -1.14, -2.04], [-0.62, -2.01, -0.69]]
}

No. 2
{
  "formula": "C5H11N",
  "method": "ωB97M-V/def2-TZVPD",
  "homo_energy_ev": -8.9,
  "max_force_ha_per_bohr": 0.0053,
  "total_charge": 0,
  "relative_energy_kcal_mol": 30.3,
  "homo_lumo_gap_ev": 10.172,
  "smiles": "CC(C)N1CC1",
  "species": ["C", "C", "C", "N", "C", "C", "H", "H", "H", "H", "H", "H", "H", "H", "H", "H", "H"],
  "positions_angstrom": [[-0.12, 1.23, -1.10], [0.45, -0.03, -0.45], [0.63, -1.14, -1.49], [-0.43, -0.56, 0.61], [0.05, -0.51, 1.98], [-1.09, 0.34, 1.54], [-1.20, 1.12, -1.27], [0.04, 2.12, -0.50], [0.35, 1.39, -2.08], [1.43, 0.21, -0.02], [-0.32, -1.34, -1.99], [0.97, -2.07, -1.01], [1.38, -0.85, -2.24], [0.99, 0.00, 2.17], [-0.12, -1.40, 2.59], [-2.11, 0.06, 1.79], [-0.91, 1.41, 1.46]]
}

No. 3
{
  "formula": "C5H11N",
  "method": "ωB97M-V/def2-TZVPD",
  "homo_energy_ev": -8.9,
  "max_force_ha_per_bohr": 0.0379,
  "total_charge": 0,
  "relative_energy_kcal_mol": 48.3,
  "homo_lumo_gap_ev": 10.136,
  "smiles": "CC[C@H]1CN1C",
  "species": ["C", "C", "C", "C", "N", "C", "H", "H", "H", "H", "H", "H", "H", "H", "H", "H", "H"],
  "positions_angstrom": [[2.36, -0.42, 0.48], [1.31, -0.52, -0.65], [-0.10, -0.25, -0.14], [-0.50, 1.14, 0.11], [-1.32, 0.41, -0.83], [-2.55, 0.02, -0.07], [2.29, 0.52, 1.04], [2.27, -1.23, 1.21], [3.37, -0.47, 0.07], [1.58, 0.20, -1.43], [1.39, -1.52, -1.08], [-0.65, -1.08, 0.23], [0.14, 1.86, -0.42], [-0.94, 1.52, 1.02], [-3.21, -0.63, -0.63], [-3.11, 0.93, 0.19], [-2.32, -0.47, 0.90]]
}

No. 4
{
  "formula": "C5H11N",
  "method": "ωB97M-V/def2-TZVPD",
  "homo_energy_ev": -8.4,
  "max_force_ha_per_bohr": 0.0064,
  "total_charge": 0,
  "relative_energy_kcal_mol": 102.8,
  "homo_lumo_gap_ev": 9.586,
  "species": ["C", "C", "C", "C", "N", "C", "H", "H", "H", "H", "H", "H", "H", "H", "H", "H", "H"],
  "positions_angstrom": [[-1.53, 1.48, -1.44], [-0.51, 0.34, -1.39], [0.15, 0.49, -0.03], [-0.41, -0.50, 0.94], [0.82, -1.16, 0.49], [1.83, -1.07, 1.56], [-2.26, 1.40, -0.63], [-1.03, 2.45, -1.34], [-2.08, 1.47, -2.39], [-1.02, -0.63, -1.55], [0.22, 0.47, -2.20], [1.26, -0.25, -0.14], [-1.30, -1.06, 0.64], [-0.42, -0.24, 2.00], [2.80, -1.43, 1.19], [1.51, -1.72, 2.38], [1.94, -0.04, 1.93]]
}

No. 5
{
  "formula": "C5H11N",
  "method": "ωB97M-V/def2-TZVPD",
  "homo_energy_ev": -9.0,
  "max_force_ha_per_bohr": 0.0621,
  "total_charge": 0,
  "relative_energy_kcal_mol": 39.3,
  "homo_lumo_gap_ev": 10.115,
  "smiles": "C=CCCCN",
  "species": ["C", "C", "C", "C", "C", "N", "H", "H", "H", "H", "H", "H", "H", "H", "H", "H", "H"],
  "positions_angstrom": [[0.17, -2.49, 0.70], [-0.37, -1.28, 0.48], [-0.65, -0.55, -0.77], [-0.89, 0.95, -0.63], [0.26, 1.75, 0.11], [1.52, 0.97, 0.11], [-0.10, -3.00, 1.62], [0.69, -3.07, -0.07], [-0.54, -0.78, 1.44], [-1.47, -1.09, -1.25], [0.13, -0.65, -1.55], [-0.90, 1.41, -1.63], [-1.87, 1.19, -0.22], [0.27, 2.74, -0.34], [-0.10, 1.80, 1.14], [1.62, 0.44, 0.95], [2.23, 1.66, -0.09]]
}

No. 6
{
  "formula": "C5H11N",
  "method": "ωB97M-V/def2-TZVPD",
  "homo_energy_ev": [-7.1, -7.1],
  "max_force_ha_per_bohr": 0.0071,
  "total_charge": 0,
  "relative_energy_kcal_mol": 88.5,
  "homo_lumo_gap_ev": [8.078, 8.079],
  "species": ["C", "C", "N", "C", "C", "C", "H", "H", "H", "H", "H", "H", "H", "H", "H", "H", "H"],
  "positions_angstrom": [[0.91, -2.45, -0.24], [1.10, 1.03, -1.16], [0.41, 1.00, -0.06], [0.19, 1.78, 1.14], [-0.61, 0.61, 0.70], [-2.02, 0.38, 0.30], [1.99, -2.36, -0.21], [0.62, -3.43, 0.17], [0.56, -2.38, -1.27], [1.99, 1.64, -1.20], [0.81, 0.39, -1.98], [0.91, 1.68, 1.95], [-0.11, 2.82, 0.93], [0.46, -1.65, 0.36], [-2.64, 0.14, 1.17], [-2.09, -0.46, -0.40], [-2.47, 1.26, -0.20]]
}

No. 7
{
  "formula": "C5H11N",
  "method": "ωB97M-V/def2-TZVPD",
  "homo_energy_ev": -9.9,
  "max_force_ha_per_bohr": 0.0099,
  "total_charge": 0,
  "relative_energy_kcal_mol": 90.7,
  "homo_lumo_gap_ev": 11.127,
  "smiles": "C[C@@H]1C=N1.[H][H].C=C",
  "species": ["C", "C", "C", "N", "H", "H", "H", "H", "H", "H", "H", "C", "C", "H", "H", "H", "H"],
  "positions_angstrom": [[2.35, 0.71, -0.23], [1.24, -0.20, 0.24], [1.37, -1.64, 0.29], [0.73, -1.27, -0.72], [2.96, 1.06, 0.62], [1.94, 1.59, -0.74], [3.01, 0.18, -0.93], [0.47, 0.27, 0.85], [1.72, -2.57, 0.74], [-1.52, -0.80, 1.72], [-1.25, -1.18, 2.31], [-2.03, 1.28, -0.57], [-2.32, 0.00, -0.81], [-1.04, 1.68, -0.78], [-2.76, 1.97, -0.18], [-3.31, -0.40, -0.62], [-1.57, -0.68, -1.21]]
}

No. 8
{
  "formula": "C5H11N",
  "method": "ωB97M-V/def2-TZVPD",
  "homo_energy_ev": -7.6,
  "max_force_ha_per_bohr": 0.0194,
  "total_charge": 0,
  "relative_energy_kcal_mol": 15.8,
  "homo_lumo_gap_ev": 8.638,
  "smiles": "CC(C)=C(C)N",
  "species": ["C", "C", "C", "C", "C", "N", "H", "H", "H", "H", "H", "H", "H", "H", "H", "H", "H"],
  "positions_angstrom": [[-0.49, -0.37, 1.82], [0.12, -0.43, 0.45], [0.19, -1.76, -0.26], [0.30, 0.68, -0.30], [0.27, 0.68, -1.80], [0.33, 1.96, 0.29], [-1.14, 0.50, 1.91], [-1.22, -1.17, 1.95], [0.23, -0.32, 2.64], [1.19, -2.01, -0.63], [-0.07, -2.59, 0.41], [-0.53, -1.84, -1.09], [0.42, 1.69, -2.21], [-0.72, 0.41, -2.17], [1.07, 0.05, -2.18], [-0.33, 2.59, -0.14], [0.38, 1.93, 1.29]]
}